Density functional theory data (the ωB97M-V functional and the def2-TZVPD basis) for a structure of composition C2.

The gap between HOMO and LUMO is 6.376 eV.

Each line ends with the Löwdin charge.
CARTESIAN COORDINATES (ANGSTROEM)
C  -0.02598  0.90798  0.46170  0.000
C  0.02598  -0.90798  -0.46170  0.000

Atomic forces in eV per Å
0.166 -5.792 -2.945
-0.166 5.792 2.945

=====

Density functional theory data (the ωB97M-V functional and the def2-TZVPD basis) for a structure of composition C5H11NPTm.

The multiplicity is 3. The expectation value of S² is 2.036. The gap between HOMO and LUMO (alpha / beta) is 4.286 / 5.828 eV.

Each line ends with the Mulliken spin population.
CARTESIAN COORDINATES (ANGSTROEM)
C  -0.64204  0.06108  -1.81619  -0.001
C  -1.38433  1.27420  -1.62409  0.032
C  -0.48621  2.27018  -1.15180  -0.005
C  0.81459  1.71389  -1.08594  0.026
C  0.72584  0.32694  -1.45613  0.038
Tm  -0.44969  -0.45243  0.74429  1.937
P  -0.14563  -3.07322  0.77580  -0.025
H  -0.95912  -0.72527  -2.47641  -0.003
H  -2.43191  1.38964  -1.75932  -0.010
H  -0.78778  3.19248  -0.68873  0.003
H  1.56723  -0.23205  -1.83498  -0.015
H  1.70243  2.23761  -0.82741  -0.016
H  1.03695  -3.75627  0.26673  0.058
H  -1.27673  -3.77659  0.15304  0.046
H  -0.24143  -3.45360  2.17290  0.010
N  0.62131  0.64453  2.43966  -0.234
H  -0.09284  1.05270  3.08382  0.074
H  1.15045  -0.09333  2.95296  0.069
H  1.27891  1.39953  2.13178  0.015

Atomic forces in eV per Å
0.273 1.422 -0.453
1.579 -0.769 0.780
-0.010 -1.209 0.606
-1.351 -1.344 -0.021
-0.270 1.209 -1.015
-1.003 1.822 -1.070
-0.098 -1.765 -0.026
-0.114 -0.486 0.160
-0.641 0.090 -0.139
0.001 0.441 -0.328
0.100 -0.314 0.259
0.577 0.264 0.271
-0.683 -0.025 0.499
0.829 0.182 0.639
0.159 -0.300 -1.169
1.002 1.098 1.170
0.718 -0.359 -0.400
-0.425 0.833 -0.247
-0.642 -0.789 0.484

=====

Density functional theory data (the ωB97M-V functional and the def2-TZVPD basis) for an isolated molecule of C6H10ClN.

Its structure (SMILES) is C=C/C(=C\Cl)CNC. The gap between HOMO and LUMO is 9.602 eV.

Each line ends with the Löwdin charge.
CARTESIAN COORDINATES (ANGSTROEM)
C  1.54187  1.97590  -0.04909  -0.023
C  0.30098  1.42126  0.14249  -0.136
C  -0.00350  -0.00003  0.53958  -0.370
C  0.72866  -1.00491  0.15652  -0.382
Cl  2.49335  -0.80812  -0.25081  0.602
C  -1.40252  -0.24863  0.76592  -0.287
N  -2.13984  -0.21676  -0.47062  -0.176
C  -3.55628  -0.17427  -0.40304  -0.192
H  2.33897  1.24649  -0.01618  -0.072
H  1.81945  3.07920  -0.34822  0.097
H  -0.65642  2.04591  -0.04476  0.122
H  0.48252  -2.08279  0.29920  0.095
H  -1.81956  0.41513  1.65765  0.156
H  -1.47729  -1.27070  1.11900  0.113
H  -1.96323  0.60264  -1.08645  0.109
H  -4.10316  -1.29915  -0.22473  0.113
H  -3.69052  0.36332  0.72548  0.106
H  -3.99402  0.33932  -1.43722  0.125

Atomic forces in eV per Å
-1.289 0.724 -0.420
0.300 2.052 -0.135
0.921 2.972 -2.218
2.940 -2.310 0.667
-1.401 -1.372 -0.013
-2.371 -0.265 1.947
0.453 1.214 -2.287
-2.850 -1.009 2.180
0.213 1.066 0.360
-1.107 -2.385 0.621
1.704 -0.887 0.641
0.162 1.118 -0.321
0.455 -0.817 -1.764
-0.325 -0.277 0.403
0.929 -0.892 0.977
1.530 2.989 -0.757
-1.080 -0.681 -3.112
0.816 -1.241 3.229

=====

Density functional theory data (the ωB97M-V functional and the def2-TZVPD basis) for a cluster of 3 separate species, C3H3Cl2O3 in total.

As for the total charge: -1. The gap between HOMO and LUMO is 7.728 eV.

Each line ends with the Löwdin charge.
CARTESIAN COORDINATES (ANGSTROEM)
C  2.20883  0.55608  -0.57297  -0.486
C  0.00777  0.15490  0.68115  -0.132
C  -0.56242  -0.94997  0.19247  -0.860
O  2.91201  0.36354  0.31594  0.178
O  1.68369  0.83225  -1.57920  0.173
O  -1.58372  -1.08370  -0.54471  -0.205
Cl  0.12595  -2.63653  0.69036  0.423
Cl  -2.77222  1.47001  -0.44838  0.108
H  -0.44200  1.11063  0.39767  0.018
H  0.69037  0.02387  1.40525  -0.006
H  -2.26827  0.15893  -0.53757  -0.211

Atomic forces in eV per Å
-0.777 0.614 -1.981
-1.706 0.267 -1.559
-1.621 -0.704 -0.731
0.841 -0.356 1.231
0.273 -0.180 0.383
0.379 0.234 0.099
0.057 0.723 -0.008
-0.550 0.422 -0.135
0.364 -0.424 0.306
2.296 0.014 2.405
0.445 -0.607 -0.011

=====

Density functional theory data (the ωB97M-V functional and the def2-TZVPD basis) for an isolated molecule of C4H11NO2.

Its structure (SMILES) is C[C@H](O)CNCO. The gap between HOMO and LUMO is 9.534 eV.

Each line ends with the Löwdin charge.
CARTESIAN COORDINATES (ANGSTROEM)
C  0.81174  -2.74559  -0.29631  -0.044
C  0.88006  -1.21880  -0.18618  -0.442
O  0.94542  -0.77166  1.16959  -0.044
C  -0.23571  -0.45084  -0.90289  -0.203
N  -0.24159  0.98896  -0.72486  -0.036
C  -1.19175  1.50331  0.23154  -0.351
O  -0.94731  2.86250  0.39989  -0.025
H  0.54971  -2.98934  -1.32520  0.081
H  1.80159  -3.16112  -0.10961  0.074
H  0.14422  -3.12650  0.47237  0.084
H  1.78342  -0.90862  -0.72633  0.135
H  1.73828  -1.15360  1.56391  0.094
H  -0.09381  -0.72268  -1.95246  0.115
H  -1.19821  -0.90901  -0.63098  0.127
H  0.67020  1.14753  -0.30751  0.106
H  -1.13473  0.89328  1.16781  0.121
H  -2.21275  1.25091  -0.06880  0.115
H  -1.17959  3.12836  1.29746  0.093

Atomic forces in eV per Å
0.212 0.920 0.063
0.390 0.441 -0.156
0.091 -0.184 -0.120
-0.931 -1.341 -0.066
0.902 -0.117 -0.047
-0.423 -1.971 0.959
-0.046 0.362 0.200
-0.309 -0.365 0.142
0.053 -0.056 0.040
-0.351 -0.206 -0.313
0.297 0.107 0.234
-0.112 0.090 0.039
-0.114 0.223 -0.161
-0.030 0.275 0.108
0.055 0.683 -0.098
0.406 0.798 0.102
-0.121 0.497 -0.730
0.031 -0.153 -0.195

=====

Density functional theory data (the ωB97M-V functional and the def2-TZVPD basis) for a structure of composition C29H50BF4N8PdS.

As for the total charge: +3. The gap between HOMO and LUMO (alpha / beta) is 4.926 / 4.938 eV.

Each line ends with the Löwdin charge.
CARTESIAN COORDINATES (ANGSTROEM)
Pd  -0.49829  0.96797  0.20269  0.828
C  0.15821  3.18147  2.26009  -0.018
N  -0.94679  2.68217  3.05059  -0.114
C  -1.89939  3.69377  3.44549  -0.002
C  -1.08599  1.37777  3.33159  -0.321
N  -0.63569  0.46157  2.44399  0.106
C  -0.09729  -0.73563  2.79709  -0.201
C  0.69111  -0.77963  3.97049  0.076
C  1.37051  -1.91473  4.36109  0.028
C  1.25121  -3.06953  3.61409  0.103
C  0.44071  -3.10063  2.45979  -0.136
C  0.27951  -4.32883  1.78879  0.087
C  -0.54189  -4.42223  0.68519  0.017
C  -1.19689  -3.29833  0.22459  0.058
C  -1.05679  -2.03463  0.83839  -0.205
N  -1.65309  -0.96743  0.23739  0.097
C  -2.81929  -1.02383  -0.44811  -0.324
N  -2.93389  -0.34003  -1.60551  -0.114
C  -1.73249  0.00777  -2.33051  -0.028
C  -4.10069  0.46327  -1.94001  0.008
N  -3.85339  -1.76453  -0.01321  -0.113
C  -3.96179  -2.26673  1.33259  -0.009
C  -4.89049  -2.25413  -0.89361  -0.015
C  -0.23399  -1.92463  2.00709  -0.044
N  -1.71259  0.99907  4.46639  -0.124
C  -1.63359  1.77147  5.69179  -0.013
C  -2.33549  -0.29213  4.62899  -0.011
H  0.70231  3.92957  2.84239  0.122
H  -0.20419  3.70577  1.37249  0.082
H  0.86031  2.37497  1.99839  0.069
H  -2.19999  4.25227  2.55369  0.106
H  -1.46829  4.41087  4.14639  0.115
H  -2.79089  3.25517  3.87949  0.103
H  0.80561  0.13147  4.53839  0.147
H  1.99651  -1.89023  5.24149  0.142
H  1.76611  -3.97093  3.90649  0.149
H  0.79381  -5.19743  2.16639  0.146
H  -0.66819  -5.36353  0.17419  0.139
H  -1.80479  -3.36513  -0.66471  0.144
H  -1.06979  -0.86293  -2.39191  0.096
H  -1.19239  0.87627  -1.87211  0.057
H  -2.01549  0.31417  -3.33861  0.119
H  -5.02769  0.02287  -1.59661  0.082
H  -4.15349  0.59547  -3.01761  0.117
H  -4.01679  1.45087  -1.48431  0.093
H  -3.31669  -1.71503  2.01099  0.072
H  -3.69889  -3.32703  1.37599  0.108
H  -4.99629  -2.15643  1.66019  0.120
H  -4.60259  -2.14743  -1.93521  0.107
H  -5.84039  -1.74513  -0.71581  0.113
H  -5.04729  -3.31253  -0.67971  0.112
H  -0.87469  2.54617  5.62179  0.104
H  -1.36079  1.09307  6.50379  0.110
H  -2.59219  2.22257  5.95419  0.111
H  -2.53589  -0.74643  3.66259  0.072
H  -3.27909  -0.15703  5.15909  0.119
H  -1.70749  -0.96683  5.21719  0.105
C  4.67261  -2.23253  -3.63631  -0.098
C  4.43061  -3.18983  -2.47461  -0.240
C  3.73581  -2.57203  -1.25951  -0.184
C  2.25781  -2.21543  -1.47551  -0.217
N  2.08931  -1.06483  -2.33451  0.035
C  2.02841  0.20267  -1.93351  -0.655
S  1.82441  0.55727  -0.24441  0.800
N  2.15021  1.16097  -2.83741  0.069
C  2.16711  2.59697  -2.65161  -0.190
C  3.53981  3.19177  -3.00151  -0.174
C  4.01521  2.95527  -4.43541  -0.266
C  3.10591  3.51547  -5.50961  -0.098
H  5.45761  -2.62863  -4.27621  0.090
H  4.99591  -1.25613  -3.27981  0.077
H  3.79301  -2.12233  -4.27221  0.062
H  5.40131  -3.55303  -2.12671  0.119
H  3.87861  -4.06433  -2.82471  0.116
H  4.27481  -1.67693  -0.94251  0.117
H  3.77761  -3.28753  -0.43891  0.114
H  1.79291  -1.98363  -0.51311  0.058
H  1.73451  -3.05433  -1.93681  0.131
H  2.35461  -1.23063  -3.30061  0.135
H  2.38161  0.87747  -3.78421  0.162
H  1.92401  2.82847  -1.61151  0.081
H  1.39571  3.02667  -3.29681  0.133
H  4.28041  2.79297  -2.30601  0.117
H  3.46701  4.26667  -2.83291  0.128
H  4.22001  1.89757  -4.62671  0.096
H  4.98841  3.44917  -4.52651  0.121
H  2.14361  3.00347  -5.54681  0.064
H  3.56801  3.40937  -6.48811  0.085
H  2.90491  4.57047  -5.33471  0.088
F  -0.53699  3.08687  -0.74991  -0.005
B  -1.97209  3.39247  -0.60641  -1.251
F  -2.53679  3.24497  -1.80421  0.230
F  -2.14019  4.51097  0.08469  0.249
F  -2.39779  2.24757  0.23959  0.008

Atomic forces in eV per Å
0.343 1.235 -1.029
0.495 0.195 -0.301
0.158 -1.201 0.168
-0.546 0.677 0.168
0.195 1.361 0.741
-0.006 -2.206 -0.470
-0.910 1.350 -1.064
1.180 -0.925 0.935
-0.150 1.338 0.490
-0.469 -0.581 -0.845
0.032 -0.016 -0.099
0.472 0.569 0.887
-0.883 0.349 -0.954
0.536 -1.447 -0.042
-0.128 1.498 0.043
0.907 -0.271 1.190
-0.436 -0.284 -0.944
0.423 -0.273 0.523
0.456 0.083 0.008
-0.666 0.534 0.049
0.729 0.470 -0.068
-0.056 -0.100 0.579
-0.569 -0.194 -0.404
-0.248 0.179 -0.250
0.393 0.037 -0.755
-0.108 0.418 0.509
-0.286 -0.411 0.009
0.068 -0.128 0.090
0.035 -0.221 0.063
-0.236 0.339 0.094
0.075 -0.131 0.021
0.041 -0.107 0.054
0.005 -0.083 0.009
0.013 0.077 0.097
0.018 -0.029 0.043
0.100 -0.148 0.098
0.111 -0.185 0.041
-0.008 -0.115 -0.045
-0.100 -0.045 -0.107
-0.016 0.270 0.006
-0.239 -0.332 -0.400
0.078 -0.029 0.120
0.012 -0.098 -0.017
-0.018 -0.135 -0.007
0.093 -0.053 -0.055
-0.067 0.039 -0.031
-0.056 -0.019 0.042
0.066 -0.013 0.052
-0.012 0.006 0.012
0.046 0.009 -0.055
0.049 -0.005 -0.002
-0.035 -0.003 -0.045
0.030 0.009 -0.059
0.042 0.023 -0.045
-0.068 0.036 0.041
0.013 -0.058 -0.041
-0.051 -0.019 0.049
0.051 -0.216 0.009
0.228 0.091 0.226
-0.316 -0.189 -0.274
0.366 -0.478 0.591
-0.060 0.340 -0.279
-0.287 -0.023 -1.300
-1.308 0.270 1.396
0.021 -0.639 0.310
0.202 1.030 0.200
-0.190 -0.255 -0.115
0.375 0.211 0.081
-0.183 -0.052 -0.008
-0.007 0.073 -0.106
0.052 0.154 -0.023
-0.068 0.076 -0.135
-0.086 -0.040 -0.059
-0.010 -0.065 0.064
0.023 0.063 0.097
0.004 -0.030 0.129
-0.055 -0.126 -0.199
-0.057 -0.004 0.001
-0.056 0.117 0.071
0.010 -0.098 0.014
-0.104 -0.107 -0.269
-0.006 -0.060 0.130
0.029 0.053 0.107
0.000 0.030 0.083
-0.002 -0.124 0.067
-0.053 -0.152 0.043
-0.125 -0.042 -0.058
-0.035 0.047 -0.054
0.003 0.105 -0.048
0.386 -0.312 0.075
0.811 -0.791 0.094
-0.589 0.118 -0.840
-0.172 0.834 0.382
0.364 -1.043 0.499

=====

| no. | maximum force (hartree/bohr) | E_tot (a.u.) |
| --- | --- | --- |
| 1 | 0.1264 | -75.7307 |
| 2 | 0.0455 | -1678.2537 |
| 3 | 0.0743 | -749.4154 |
| 4 | 0.0647 | -1262.3191 |
| 5 | 0.0434 | -364.2063 |
| 6 | 0.0439 | -2522.6981 |